[1]
The following is a quantum chemistry calculation of a 2-piece molecular cluster, C30H60N2O5S overall at a distorted geometry, from OMol25.

Atoms and positions in Å:
C 3.09021 -4.17974 1.79757
C 2.06795 -3.73605 1.06425
N 0.96806 -3.00868 1.56841
C 1.29641 -1.65522 2.06222
C 1.73125 -1.75142 3.51034
C 1.35280 -2.69662 4.35151
C 0.11418 -0.65468 1.87752
C 0.32614 0.55652 2.81758
C 1.63870 1.33539 2.63961
C 1.59590 2.38908 1.50616
C 2.74674 2.12918 0.52930
C 1.63481 3.84806 2.00933
C 0.75581 4.73253 1.09023
C -0.73917 4.67045 1.35138
C -1.38980 5.71017 1.95509
C -0.93854 6.21371 3.29387
C -2.54407 6.39631 1.27432
C -1.17709 -1.34571 2.34828
N -2.28420 -0.41120 2.63905
C -3.59629 -1.08448 2.64239
O 0.08085 -0.08190 0.57863
C -0.63263 -0.70722 -0.48309
C -1.95084 0.02575 -0.70377
C -2.86813 -0.67033 -1.73794
C -4.31760 -0.84269 -1.25355
C -4.92869 -2.17878 -1.73871
C -4.70893 -3.30152 -0.71621
C 0.23849 -0.51749 -1.72910
C 1.47384 -1.43247 -1.75127
C 2.81176 -0.75763 -2.08629
C 2.70917 0.29644 -3.17856
S 4.27137 0.99540 -3.68952
O 4.66412 0.45374 -4.94941
O 4.14887 2.42703 -3.62465
O 5.31287 0.57351 -2.56437
H 4.06910 -4.32184 1.36008
H 2.98464 -4.40945 2.84814
H 2.03500 -3.98431 0.00387
H 0.27376 -2.98161 0.83653
H 2.15504 -1.27054 1.49595
H 2.38225 -0.96325 3.86718
H 0.86569 -3.60965 4.03891
H 1.57061 -2.57093 5.40500
H -0.46281 1.25350 2.52453
H 0.12434 0.28497 3.85293
H 1.80594 1.87807 3.57524
H 2.51418 0.69783 2.51472
H 0.67908 2.26760 0.92758
H 2.59802 1.13909 0.09807
H 3.69587 2.09475 1.07295
H 2.80304 2.89447 -0.24735
H 1.30064 3.93600 3.04105
H 2.66354 4.20426 1.88943
H 1.08971 5.76841 1.09024
H 0.85489 4.34830 0.07047
H -1.27043 3.75859 1.08463
H 0.08783 5.89949 3.49624
H -1.56589 5.75972 4.06188
H -0.95767 7.30515 3.38309
H -2.75521 5.91651 0.32114
H -3.45503 6.43955 1.88174
H -2.19997 7.41048 1.05840
H -0.90245 -1.85387 3.27826
H -1.51628 -2.14252 1.68717
H -2.13824 -0.13662 3.60069
H -4.33299 -0.52236 2.06551
H -3.54416 -2.10771 2.26850
H -4.00121 -1.14841 3.65650
H -0.77994 -1.78835 -0.38136
H -1.68178 1.01630 -1.08179
H -2.48765 0.19863 0.22866
H -2.44762 -1.61181 -2.09934
H -2.91635 -0.00472 -2.60301
H -4.38441 -0.83757 -0.16486
H -4.94087 -0.03391 -1.63669
H -4.39093 -2.46819 -2.64585
H -5.98185 -2.07376 -1.99603
H -5.38322 -4.13047 -0.93514
H -4.93450 -2.94178 0.28890
H -3.68362 -3.67150 -0.74790
H 0.49389 0.54290 -1.76825
H -0.34943 -0.75077 -2.61819
H 1.29773 -2.20572 -2.49967
H 1.59224 -1.96534 -0.80860
H 3.24424 -0.34120 -1.17751
H 3.52024 -1.51982 -2.41977
H 2.25822 -0.12510 -4.07765
H 2.11995 1.16451 -2.89247
H 5.29064 1.28724 -1.90645
C 1.10124 -3.56883 -6.28542
C -0.02511 -3.71726 -5.28076
O -0.04511 -2.63571 -4.34779
H 2.06311 -3.51855 -5.77403
H 1.11836 -4.40774 -6.98193
H 0.98781 -2.64657 -6.86010
H 0.09859 -4.62670 -4.69490
H -0.99062 -3.76906 -5.79391
H -0.16833 -1.82226 -4.84804

As for the multiplicity: 1. Its SMILES is C=CN[C@H](C=C)[C@](CC[C@H](C)CCC=C(C)C)(CNC)O[C@@H](CCCCC)CCCCS(=O)(=O)O.CCO.

=====

[2]
The following is a quantum chemistry calculation of an isolated ion of composition C17H21N2O and charge +1 at a distorted geometry, from OMol25.

Atoms and positions in Å:
C -0.45510 -4.89157 1.16923
C -0.97861 -3.55411 1.49837
C -1.35923 -3.24910 2.70288
C -1.72522 -1.80254 3.05613
C -1.86607 -0.66083 2.12435
C -1.24799 -1.04180 0.83919
C -0.76780 -2.32236 0.58515
C -0.62922 -2.65492 -0.98176
N -0.32903 -2.69528 -2.10079
N -1.29276 -0.11665 -0.24223
H -1.24025 -0.67461 -1.36484
H -2.07112 0.56364 -0.34841
C -0.17855 0.82696 -0.26451
C 1.13468 0.29031 0.25035
C 2.22518 1.21895 0.14306
O 3.46420 0.86207 0.80147
C 2.18873 2.51933 -0.41468
H 3.26875 2.80009 -0.86211
C 1.15989 2.24682 -1.81549
C 1.20156 3.73649 -2.37979
H 1.97028 4.15540 -2.84187
H 0.57898 3.73775 -3.26157
H 0.81140 4.42198 -1.72575
C 1.92347 1.37733 -2.77673
H 2.55001 1.64916 -3.41648
H 1.01534 1.26149 -3.62722
H 1.78278 0.48937 -2.24067
C -0.14172 1.80657 -1.33188
H -0.69975 1.79570 -2.00896
H -0.55171 2.72619 -0.54713
H 1.86524 3.16190 0.02881
H 1.05856 -0.46195 0.83850
C -2.05131 0.57995 2.38026
H -2.36497 0.80797 3.51442
H -2.95159 1.00346 1.85485
H -1.17895 1.16918 2.06477
H -2.12099 -1.53395 3.95095
H -1.07136 -3.88649 3.59958
H -1.27425 -5.54022 1.32818
H -0.09303 -4.95640 -0.04878
H 0.44155 -5.16526 1.87116

As for the multiplicity: 1. Its SMILES is Cc1ccc(C)c([NH2+]C2=CC(=O)CC(C)(C)C2)c1C#N. Its energy relative to the best compared isomer or geometry (same formula, charge and spin) is 1481.4 kJ/mol. The total charge is +1.

=====

[3]
The following is a quantum chemistry calculation of a 2-piece molecular cluster, C4H12 overall at a distorted geometry, from OMol25.

Atoms and positions in Å:
C 1.72080 -1.55984 -0.42409
C 2.18885 -0.44802 0.52179
H 1.12352 -2.31505 -0.15168
H 1.40392 -1.23451 -1.46081
H 2.56438 -1.88460 -0.94789
H 1.39394 0.08820 0.98595
H 2.70132 -0.92974 1.34454
H 2.68014 0.30422 -0.00319
C -1.64161 1.27486 -0.71048
C -2.27189 0.75203 0.63584
H -2.50110 1.80863 -1.22131
H -0.74603 1.87302 -0.43915
H -1.27051 0.47965 -1.36790
H -1.97443 -0.24135 1.05612
H -3.38237 0.53191 0.73910
H -1.98893 1.50058 1.44318

As for the multiplicity: 1. Its SMILES is CC.CC. Its energy relative to the best compared isomer or geometry (same formula, charge and spin) is 138.2 kJ/mol.

=====

[4]
The following is a quantum chemistry calculation of a 9-piece molecular cluster, C60H84BI2N9O6 overall at a distorted geometry, from OMol25.

Atoms and positions in Å:
C 5.12838 -0.05590 3.34784
C 6.13300 1.03209 3.01262
C 5.84477 1.73845 1.67918
O 5.20184 0.87129 0.76553
C 4.30116 1.58219 -0.10787
B 5.19622 2.58665 -0.98957
C 4.77706 4.11275 -1.03348
O 6.28871 2.14363 -1.68665
C 3.46994 0.59882 -0.96050
I 4.79050 -1.14933 -1.33644
C 3.19430 1.12344 -2.38182
C 2.04012 0.44123 -3.11847
C 1.72908 -1.02549 -3.08130
N 1.27182 1.13798 -3.85473
O 2.36035 0.01112 -0.34029
C 1.27278 0.73126 0.19705
I 1.06662 2.85270 -0.18677
C 1.34092 0.59387 1.73396
C 1.78929 -0.77471 2.24176
C 0.80790 -1.93669 2.02874
C 0.61823 -2.87724 3.25029
C -0.88441 -2.98441 3.54375
C -1.37110 -1.79159 4.37507
C -2.80074 -1.34780 4.04936
C -2.88277 0.15268 4.19035
O -4.20735 0.59613 3.88365
C -4.41306 1.91109 3.72496
C -3.27867 2.88386 3.88084
O -5.51331 2.29232 3.46808
C 0.00944 0.04794 -0.38727
C -1.31366 0.50013 0.17224
O -1.73707 0.06517 1.22018
C -2.19730 1.44390 -0.57410
C -3.27802 2.01589 0.11281
C -4.17453 2.87209 -0.52475
C -4.01215 3.16034 -1.87921
C -2.93017 2.60262 -2.56767
C -2.02867 1.75048 -1.92835
H 4.11940 0.33927 3.24752
H 5.27055 -0.95876 2.76736
H 5.23167 -0.33018 4.39764
H 6.22916 1.77983 3.79559
H 7.11747 0.57674 2.90366
H 5.24155 2.62312 1.90301
H 6.80795 2.07973 1.28984
H 3.67085 2.16258 0.56838
H 3.78482 4.16322 -1.48777
H 5.48088 4.74488 -1.56441
H 4.64639 4.44310 -0.00103
H 6.28667 2.52314 -2.57145
H 4.08975 0.97676 -2.97492
H 2.92117 2.17492 -2.35588
H 0.64739 -1.10381 -3.15934
H 2.01576 -1.53603 -2.17075
H 2.13759 -1.59165 -3.91394
H 1.54437 2.12089 -3.84634
H 2.11477 1.30154 2.04845
H 0.42075 0.94126 2.19200
H 1.91328 -0.65096 3.31982
H 2.77823 -1.02698 1.87712
H -0.17557 -1.60192 1.72361
H 1.19069 -2.54099 1.20540
H 1.16276 -2.51990 4.11981
H 0.94135 -3.87627 2.97080
H -1.43199 -3.05484 2.60786
H -1.06780 -3.92448 4.06759
H -1.29985 -2.05901 5.42727
H -0.69453 -0.95844 4.17389
H -3.06278 -1.63127 3.03179
H -3.52965 -1.80535 4.71575
H -2.58438 0.44830 5.19778
H -2.14923 0.57176 3.50844
H -2.89942 2.92954 4.89711
H -3.59543 3.85014 3.51877
H -2.44118 2.57146 3.25675
H 0.00212 0.31475 -1.44203
H 0.12983 -1.02870 -0.35439
H -3.42832 1.78102 1.15308
H -4.99048 3.29409 0.04299
H -4.71419 3.80017 -2.38793
H -2.82916 2.82758 -3.61879
H -1.21367 1.33526 -2.50242
N 4.40382 3.68520 5.60773
C 5.38412 4.47281 5.07028
C 5.08168 4.67616 3.75098
C 3.87150 3.98307 3.48333
C 3.47595 3.38249 4.64880
H 4.37250 3.37291 6.56048
H 6.20981 4.81706 5.66932
H 5.66417 5.25434 3.05255
H 3.36376 3.92886 2.53758
H 2.62181 2.76749 4.87530
N 2.93141 6.95040 -0.43505
C 3.39543 7.45998 -1.61667
C 3.86191 8.72382 -1.37319
C 3.67436 8.98481 0.01201
C 3.09948 7.87116 0.56294
H 2.53071 6.03911 -0.31650
H 3.35410 6.88272 -2.52445
H 4.29045 9.38798 -2.10466
H 3.93235 9.88650 0.54125
H 2.79778 7.65521 1.57371
N -3.01359 -5.07154 -0.67361
C -2.56843 -4.55042 -1.85901
C -2.28627 -3.22703 -1.65612
C -2.57299 -2.93715 -0.29371
C -3.01203 -4.09660 0.28684
H -3.29821 -6.02327 -0.52889
H -2.49819 -5.16170 -2.74187
H -1.92288 -2.54014 -2.40286
H -2.47232 -1.98508 0.20146
H -3.32928 -4.30964 1.29396
N -6.90950 -5.90044 -2.52044
C -5.56210 -6.05126 -2.34632
C -5.13226 -7.01689 -3.21780
C -6.26756 -7.46072 -3.95017
C -7.34901 -6.75382 -3.49748
H -7.48566 -5.25713 -2.00678
H -5.03131 -5.46264 -1.62260
H -4.11794 -7.36662 -3.32380
H -6.28628 -8.21209 -4.72145
H -8.38385 -6.78393 -3.78767
N -5.87069 -1.00046 -0.51683
C -5.99894 -2.20854 -1.14155
C -7.00866 -2.10206 -2.06170
C -7.50782 -0.77181 -1.98745
C -6.78317 -0.11862 -1.02617
H -5.20690 -0.79198 0.20772
H -5.35909 -3.03396 -0.87841
H -7.34991 -2.88548 -2.71851
H -8.30466 -0.34514 -2.57326
H -6.83786 0.89290 -0.66196
N 2.31841 -1.82549 -6.65751
C 3.65810 -2.08431 -6.56074
C 3.97752 -3.02678 -7.50033
C 2.78051 -3.34808 -8.19690
C 1.77658 -2.59305 -7.65298
H 1.80904 -1.17596 -6.08473
H 4.26854 -1.57910 -5.83074
H 4.95686 -3.44162 -7.66867
H 2.66981 -4.05514 -9.00164
H 0.72771 -2.53570 -7.88754
N 8.65665 4.59410 1.96772
C 8.51091 3.80873 3.07931
C 9.75652 3.38507 3.45845
C 10.69089 3.94128 2.54180
C 9.98153 4.68252 1.63596
H 7.90664 5.03741 1.47049
H 7.53781 3.62076 3.49871
H 9.97537 2.74823 4.29915
H 11.75990 3.81110 2.54802
H 10.30354 5.26185 0.78795
N -12.40990 -7.02142 -1.97657
C -11.22197 -6.55819 -2.47144
C -10.24113 -6.87236 -1.56892
C -10.86313 -7.55312 -0.48714
C -12.19991 -7.63073 -0.76966
H -13.29970 -6.92741 -2.42891
H -11.17763 -6.04725 -3.41834
H -9.19956 -6.64219 -1.66713
H -10.38260 -7.94141 0.39485
H -13.01604 -8.06495 -0.21854

As for the multiplicity: 1. Its SMILES is [H]/N=C(/C)C[C@](I)(O[C@](I)(CCCCCCCCOC(C)=O)CC(=O)c1ccccc1)[C@@H](OCCC)B(C)O.c1cc[nH]c1.c1cc[nH]c1.c1cc[nH]c1.c1cc[nH]c1.c1cc[nH]c1.c1cc[nH]c1.c1cc[nH]c1.c1cc[nH]c1. Its energy relative to the best compared isomer or geometry (same formula, charge and spin) is 0.0 kJ/mol.

=====

[5]
The following is a quantum chemistry calculation of a 12-piece molecular cluster, C36H97FO13PS overall at a distorted geometry, from OMol25.

Atoms and positions in Å:
O 0.08662 -1.10555 -2.85250
C 0.55240 -0.46971 -3.75523
O -0.08761 0.67926 -4.18952
C 1.82228 -0.76062 -4.49636
C 1.59423 -1.32888 -5.91015
P 0.35652 -2.74501 -6.05285
F -0.89275 -1.52450 -5.94238
S 0.46553 -2.55862 -8.36945
H -0.81666 0.42454 -4.77910
H 2.33234 0.19851 -4.63286
H 2.45719 -1.39258 -3.87372
H 2.54416 -1.70563 -6.28293
H 1.25167 -0.52678 -6.56128
H -0.68569 -3.70407 -6.24444
H 1.36440 -3.76686 -6.19972
H 0.32387 -2.97590 -4.63371
H -0.20866 -1.42461 -8.60456
C -2.06260 2.68657 -2.00431
C -3.24135 1.73098 -1.92673
C -3.29410 1.02381 -0.58169
O -3.18919 0.78632 -2.99215
H -1.13052 2.12490 -1.90452
H -2.03694 3.18875 -2.97200
H -2.10555 3.43953 -1.21419
H -4.17120 2.28455 -2.07769
H -2.38947 0.42781 -0.43254
H -4.14800 0.34540 -0.54094
H -3.37733 1.74536 0.23290
H -2.36774 0.28231 -2.90355
C 6.36073 -4.39165 -6.62988
C 5.02736 -4.14157 -5.94232
C 4.40236 -5.44224 -5.45549
O 4.12121 -3.45310 -6.79095
H 6.21341 -5.02858 -7.50706
H 6.79826 -3.45248 -6.97219
H 7.07295 -4.88238 -5.96381
H 5.17962 -3.46979 -5.09528
H 4.21332 -6.10680 -6.30333
H 3.44571 -5.24752 -4.96857
H 5.06162 -5.95986 -4.75276
H 3.91090 -4.00943 -7.55007
C -6.26966 3.15453 2.14873
C -4.87402 3.74354 2.28227
C -4.86110 4.93981 3.21851
O -4.35309 4.08730 0.99969
H -6.95419 3.89720 1.72872
H -6.25727 2.29312 1.48044
H -6.66129 2.84297 3.11828
H -4.19488 2.97750 2.66184
H -5.50652 5.73425 2.83338
H -3.84764 5.34104 3.30119
H -5.21933 4.67758 4.21276
H -4.92396 4.76264 0.61641
C 10.84806 -3.66036 -3.46852
C 9.53619 -4.37881 -3.73777
C 9.20741 -5.37354 -2.63601
O 9.57114 -5.03708 -5.00673
H 11.67860 -4.37233 -3.42536
H 11.06287 -2.94475 -4.26295
H 10.80699 -3.12947 -2.51579
H 8.73538 -3.64499 -3.80571
H 9.98235 -6.14396 -2.57141
H 8.25789 -5.86951 -2.84235
H 9.13948 -4.87770 -1.66575
H 10.27455 -5.69526 -4.97800
C -7.15443 7.78581 7.18329
C -6.87113 7.41824 5.73399
C -7.83690 8.10893 4.78295
O -6.91939 6.00727 5.55782
H -8.16271 7.46627 7.46140
H -6.44994 7.28429 7.84807
H -7.07759 8.86294 7.34188
H -5.84751 7.70729 5.48423
H -8.86403 7.79915 4.99712
H -7.61538 7.83602 3.75077
H -7.77754 9.19462 4.87641
H -7.81683 5.70634 5.76561
C 7.48566 -8.13418 -7.73815
C 6.45440 -8.43451 -8.81489
C 7.10984 -8.86411 -10.11933
O 5.61095 -7.30730 -9.02851
H 8.12711 -7.30462 -8.04954
H 6.99840 -7.83831 -6.80897
H 8.12030 -9.00081 -7.54304
H 5.78772 -9.22683 -8.46952
H 7.74974 -8.06356 -10.50144
H 6.35327 -9.07643 -10.87493
H 7.72508 -9.75481 -9.97966
H 6.16622 -6.57970 -9.33169
C 11.06331 -1.38648 2.23910
C 11.51707 -1.52331 0.79407
C 10.84341 -0.50270 -0.11016
O 11.28403 -2.84657 0.31592
H 9.98532 -1.55537 2.31442
H 11.56208 -2.12389 2.86835
H 11.27932 -0.39066 2.62893
H 12.59972 -1.39416 0.74153
H 9.75916 -0.64721 -0.10358
H 11.18741 -0.61616 -1.13832
H 11.05266 0.51662 0.21778
H 10.33296 -3.00430 0.33907
C -10.06226 4.99637 8.80401
C -10.45269 4.69663 7.36564
C -11.25673 3.41328 7.25195
O -9.29014 4.62201 6.53505
H -9.44434 4.18789 9.20418
H -9.48415 5.91877 8.86358
H -10.94472 5.09606 9.43734
H -11.03023 5.53168 6.96493
H -10.67519 2.55911 7.60340
H -11.52240 3.22410 6.21118
H -12.17344 3.46715 7.84136
H -8.74739 3.88764 6.84710
C -11.54102 -2.15719 6.16318
C -11.70404 -1.07643 7.21974
C -13.15973 -0.88531 7.61614
O -11.14087 0.15614 6.77172
H -12.08441 -1.88362 5.25434
H -10.49074 -2.27962 5.89963
H -11.92660 -3.11516 6.51462
H -11.12157 -1.34423 8.10305
H -13.75014 -0.57424 6.74956
H -13.25069 -0.11078 8.37811
H -13.58823 -1.80990 8.00533
H -11.62386 0.43298 5.98460
C 4.68722 -3.45975 -2.13112
C 6.14178 -3.21078 -1.77811
C 6.28460 -2.28268 -0.58097
O 6.84472 -2.67900 -2.90431
H 4.19642 -2.52151 -2.40441
H 4.60856 -4.13049 -2.98539
H 4.13887 -3.89787 -1.29613
H 6.63466 -4.16025 -1.55923
H 5.83435 -1.31082 -0.80004
H 7.33825 -2.11733 -0.34627
H 5.79003 -2.69523 0.29962
H 6.43198 -1.83911 -3.13811
C -0.73061 7.62996 5.05719
C -2.04054 7.84620 5.79840
C -2.40741 6.64825 6.66110
O -3.09378 8.14193 4.88411
H -0.81148 6.76800 4.38917
H -0.48657 8.50128 4.44938
H 0.09101 7.44662 5.75124
H -1.95799 8.73432 6.42807
H -2.53805 5.75916 6.03791
H -3.34719 6.82715 7.18456
H -1.63040 6.43777 7.39776
H -3.20585 7.37542 4.30890

As for the multiplicity: 1. The total charge is -1.

=====

| no. | E (eV) | frontier orbital gap (eV) |
| --- | --- | --- |
| 1 | -56131.158 | 7.359 |
| 2 | -22975.808 | 7.643 |
| 3 | -4341.096 | 12.124 |
| 4 | -106154.516 | 7.545 |
| 5 | -88365.311 | 5.527 |